Entry 1:
{
  "formula": "C5H12N2O",
  "method": "ωB97M-V/def2-TZVPD",
  "smiles": "CCNC(=O)[C@@H](C)N",
  "homo_lumo_gap_ev": 10.022,
  "elements": ["C", "C", "N", "C", "O", "C", "C", "N", "H", "H", "H", "H", "H", "H", "H", "H", "H", "H", "H", "H"],
  "coordinates": [[1.094474, 2.810168, 1.002097], [0.690011, 1.778664, -0.082727], [-0.464790, 1.027683, 0.404041], [-0.836929, -0.273606, 0.276724], [-1.876102, -0.581077, 0.861650], [-0.187496, -1.291730, -0.660578], [-0.068583, -2.576057, 0.145147], [-1.095571, -1.482351, -1.782524], [0.385237, 3.662726, 1.109289], [1.224276, 2.259142, 1.936614], [2.106253, 3.250689, 0.860934], [0.110750, 2.397318, -0.860454], [1.511372, 1.107137, -0.305109], [-1.119405, 1.566026, 0.966968], [0.844039, -0.903337, -0.880836], [0.768548, -2.453969, 0.801959], [0.059810, -3.435401, -0.527796], [-0.802981, -2.745575, 0.922438], [-1.782051, -2.225711, -1.591303], [-0.560862, -1.890740, -2.596535]],
  "forces_ev_per_a": [[0.9239, -0.0632, 0.1710], [-2.5167, 2.1218, 0.0638], [0.8074, -0.6084, 0.5533], [-2.0150, 0.8855, 0.4242], [0.4080, -0.5042, -0.1499], [0.1413, 0.0574, 1.3682], [0.9332, -0.2172, 0.3319], [0.7928, -0.6442, -2.2325], [0.3322, -0.8422, -0.0227], [-0.4067, 0.2010, 0.2144], [-0.6738, -0.1993, -0.4597], [2.3044, -0.9017, -0.1447], [-0.0759, 0.2466, -0.7184], [0.1487, -0.3784, -0.1432], [-1.0636, -0.5665, -0.6987], [1.2364, -0.3226, 0.1301], [0.0509, 0.1689, 0.4157], [-1.0431, 0.0458, -0.6653], [0.3556, 0.7090, 0.4089], [-0.6401, 0.8118, 1.1538]],
  "nbo_charge": [-0.628, -0.228, -0.612, 0.667, -0.651, -0.136, -0.631, -0.820, 0.214, 0.213, 0.220, 0.205, 0.211, 0.401, 0.193, 0.205, 0.206, 0.246, 0.370, 0.356]
}

Entry 2:
{
  "formula": "CH8N5O3",
  "method": "ωB97M-V/def2-TZVPD",
  "charge": 1,
  "homo_lumo_gap_ev": [8.966, 8.967],
  "elements": ["C", "N", "N", "N", "N", "N", "O", "O", "O", "H", "H", "H", "H", "H", "H", "H", "H"],
  "coordinates": [[0.184608, 0.397088, -0.553084], [-1.983589, -1.574392, 0.372033], [2.654277, -0.722062, 0.108053], [-0.048803, -0.864387, -0.674334], [1.231954, 1.090253, -0.341998], [-1.545546, 1.634809, -0.346556], [-1.051740, 2.826575, -0.003445], [-1.341686, -1.347772, -0.864876], [2.584683, 0.625561, -0.253142], [-2.760200, -0.922651, 0.448567], [-2.317202, -2.533227, 0.374101], [3.256014, -1.190672, -0.564855], [3.044844, -0.788742, 1.048475], [0.687567, -1.571196, -0.582209], [1.225765, 2.107550, -0.287252], [-1.736508, 1.662690, -1.353023], [-1.101287, 2.903732, 0.971037]],
  "forces_ev_per_a": [[-3.5444, 1.7016, 0.3446], [0.3843, 0.1627, 0.7268], [-0.6317, -0.4668, 0.2343], [0.4725, -0.9818, 0.1406], [1.0466, -0.1788, 0.1727], [2.2106, -1.9227, 0.4693], [0.0732, 0.2027, -0.2839], [-0.1785, 0.3748, -0.4180], [0.2113, 0.4294, -0.1828], [0.1051, -0.0648, -0.2873], [0.0795, 0.0742, -0.2881], [0.0809, 0.3704, 0.0209], [-0.0112, 0.2315, -0.2584], [-0.3942, 0.2644, 0.0415], [-0.1019, -0.2239, -0.0145], [0.3461, 0.3251, -0.0565], [-0.1481, -0.2978, -0.3614]],
  "nbo_charge": [0.501, -0.524, -0.552, -0.308, -0.306, -0.146, -0.482, -0.217, -0.201, 0.364, 0.371, 0.382, 0.380, 0.434, 0.437, 0.365, 0.502]
}

Energy relative to the best compared isomer or geometry (same formula, charge and spin) (computed, kJ/mol): 172.82; 503.20